1.
{"formula": "C37H67BBrN6O18", "method": "wB97M-V/def2-TZVPD", "species": ["C", "C", "C", "C", "C", "C", "C", "C", "C", "C", "C", "C", "C", "Br", "N", "C", "C", "C", "C", "N", "C", "N", "N", "C", "N", "B", "O", "O", "N", "C", "C", "O", "C", "H", "H", "H", "H", "H", "H", "H", "H", "H", "H", "H", "H", "H", "H", "H", "H", "H", "H", "H", "H", "H", "H", "H", "H", "H", "H", "H", "H", "H", "H", "H", "H", "H", "H", "H", "H", "H", "C", "O", "C", "O", "O", "C", "H", "H", "H", "H", "H", "H", "C", "O", "C", "O", "O", "C", "H", "H", "H", "H", "H", "H", "C", "O", "C", "O", "O", "C", "H", "H", "H", "H", "H", "H", "C", "O", "C", "O", "O", "C", "H", "H", "H", "H", "H", "H", "C", "O", "C", "O", "O", "C", "H", "H", "H", "H", "H", "H"], "xyz": [[-2.9191, 2.8032, 5.2042], [-1.5783, 2.1786, 4.4353], [-0.2206, 3.1007, 4.3932], [1.1030, 2.4482, 3.6287], [1.0631, 0.9236, 2.9601], [-0.3121, -0.0282, 2.9831], [-0.3042, -1.5082, 2.2640], [-1.1404, -1.4599, 0.8161], [-0.6763, -2.6065, -0.2487], [-1.7283, -2.9263, -1.4638], [-1.1819, -2.2968, -2.8763], [-1.1520, -0.6616, -2.9511], [0.3528, -0.2349, -3.5442], [-2.4433, -0.0873, -4.4228], [-3.1518, -2.5821, -1.1070], [-4.1267, -2.7172, -2.2340], [-5.5587, -3.4029, -1.7061], [-6.4628, -2.3987, -0.7805], [-8.0815, -2.3843, -1.2019], [-8.4859, -0.9071, -1.3913], [-8.6241, -0.2075, -0.0472], [-7.6676, 0.6567, 0.4915], [-9.8722, -0.4011, 0.8391], [-3.2545, -1.3194, -0.3093], [-3.7725, -0.1090, -0.6784], [-3.7413, 1.0653, 0.3043], [-2.9826, 2.3081, 0.0299], [-4.5304, 1.0223, 1.5822], [-2.6211, -1.3759, 1.0981], [-3.1825, -2.6270, 1.7330], [-3.3946, -2.5439, 3.3621], [-4.4368, -1.9250, 3.9510], [-1.6214, 0.6629, 3.7302], [-3.2619, 2.1473, 6.1233], [-2.6771, 3.8699, 5.6234], [-3.8410, 2.8725, 4.4695], [-0.2530, 4.1609, 4.8873], [2.0580, 3.1451, 3.5898], [2.0140, 0.4725, 2.4347], [-0.6386, -2.3923, 2.9538], [0.8238, -1.7464, 1.9554], [-0.8322, -0.4107, 0.3373], [-0.3547, -3.6391, 0.2419], [0.3171, -2.1992, -0.7711], [-1.7055, -4.1115, -1.6085], [-1.7427, -2.8151, -3.7918], [-0.0482, -2.6557, -2.9810], [-1.3411, -0.1075, -1.9387], [0.3303, 0.7987, -4.1132], [0.5777, -1.0501, -4.3858], [1.2032, -0.3307, -2.7472], [-3.6781, -3.5371, -2.9783], [-4.3043, -1.7657, -2.8900], [-5.2406, -4.3067, -1.0115], [-6.1542, -3.7233, -2.6625], [-6.4251, -2.7554, 0.3582], [-6.1334, -1.2767, -0.7858], [-8.7221, -2.8523, -0.3227], [-8.1555, -2.9946, -2.1977], [-9.3611, -0.8336, -1.9616], [-6.8883, 0.7327, -0.1984], [-9.4681, -0.5782, 1.7929], [-10.3257, 0.5569, 0.8829], [-4.1842, 0.0016, -1.6293], [-3.6924, 2.9394, -0.3479], [-4.2818, 1.8028, 2.1692], [-2.5867, -3.6103, 1.5170], [-4.2722, -2.7916, 1.2737], [-2.6357, -3.0937, 4.0773], [-2.6514, 0.1114, 3.7886], [5.6424, -4.1219, -2.4258], [5.8058, -2.9531, -1.6251], [4.6824, -2.2029, -1.4965], [3.5951, -2.4484, -1.9952], [4.9782, -1.1322, -0.7171], [3.8817, -0.2479, -0.4942], [6.6021, -4.6450, -2.4600], [4.9001, -4.7932, -1.9822], [5.3604, -3.8527, -3.4488], [3.0690, -0.7643, 0.0268], [3.5292, 0.1763, -1.4399], [4.2315, 0.5709, 0.1407], [12.2219, -3.7806, -3.9442], [10.8775, -3.9196, -3.4888], [10.5520, -3.1058, -2.4529], [11.2951, -2.3025, -1.9111], [9.2566, -3.3407, -2.1243], [8.7732, -2.5488, -1.0410], [12.3717, -4.4777, -4.7733], [12.4021, -2.7652, -4.3115], [12.9278, -4.0365, -3.1475], [8.8155, -1.4840, -1.2922], [9.3412, -2.7554, -0.1282], [7.7284, -2.8192, -0.8645], [16.6268, -4.8080, -7.5248], [16.8884, -3.4562, -7.8966], [16.2436, -2.5338, -7.1384], [15.4919, -2.7710, -6.2058], [16.5801, -1.3021, -7.5976], [15.9706, -0.2250, -6.8887], [17.1931, -5.4590, -8.1966], [16.9602, -4.9979, -6.4995], [15.5628, -5.0401, -7.6366], [16.2778, -0.2316, -5.8379], [14.8803, -0.2738, -6.9750], [16.3097, 0.7115, -7.3402], [0.4264, 10.2705, 4.6189], [0.0036, 8.9408, 4.9146], [0.2943, 8.5298, 6.1748], [0.8649, 9.1884, 7.0302], [-0.1599, 7.2592, 6.3182], [0.0785, 6.6927, 7.6052], [0.1430, 10.4935, 3.5866], [-0.0732, 10.9896, 5.2760], [1.5144, 10.3575, 4.7037], [-0.4350, 7.2688, 8.3818], [1.1526, 6.6366, 7.8094], [-0.3254, 5.6765, 7.6072], [-15.3000, 3.9788, 2.8555], [-13.9673, 4.2964, 3.2521], [-13.0072, 3.6060, 2.5866], [-13.1974, 2.7727, 1.7145], [-11.7990, 4.0034, 3.0594], [-10.6866, 3.3553, 2.4454], [-15.9844, 4.5886, 3.4517], [-15.4561, 4.2192, 1.7990], [-15.5198, 2.9242, 3.0506], [-10.6583, 3.5709, 1.3724], [-10.7220, 2.2758, 2.6240], [-9.7732, 3.7493, 2.8995]], "homo_lumo_gap_ha": 0.2400, "lumo_ev": -3.985, "largest_force_ev_per_a": 8.62, "total_charge": 1, "e_tot_ha": -5731.0282, "homo_energy_ev": -10.52}

2.
{"formula": "C37H67GeI2N8O4PRb", "method": "wB97M-V/def2-TZVPD", "species": ["Rb", "C", "C", "C", "C", "O", "Ge", "O", "C", "C", "C", "C", "O", "C", "C", "C", "C", "H", "H", "H", "H", "H", "H", "H", "H", "H", "H", "H", "H", "H", "H", "H", "H", "H", "H", "H", "H", "H", "H", "H", "H", "H", "H", "H", "I", "C", "C", "C", "I", "C", "O", "C", "C", "N", "C", "C", "C", "C", "C", "C", "N", "C", "H", "H", "H", "H", "H", "H", "H", "H", "H", "H", "H", "N", "C", "C", "C", "N", "C", "C", "N", "C", "H", "H", "H", "H", "H", "H", "H", "H", "H", "H", "H", "H", "H", "H", "H", "H", "C", "N", "C", "N", "C", "N", "C", "P", "C", "C", "H", "H", "H", "H", "H", "H", "H", "H", "H", "H", "H", "H", "H"], "xyz": [[0.2074, -0.1742, 1.0018], [3.5451, -2.6769, 0.8331], [3.5659, -1.4994, 1.8089], [5.0060, -1.0380, 2.0161], [2.9580, -1.9614, 3.1361], [2.7410, -0.4830, 1.2617], [3.0894, 1.3994, 1.2300], [1.5578, 1.7952, 2.2215], [1.6503, 2.2270, 3.5879], [0.5762, 1.4535, 4.3569], [1.3636, 3.7252, 3.6649], [3.0151, 1.9584, 4.2163], [1.9673, 1.5459, -0.3365], [2.5861, 1.5705, -1.6157], [3.6863, 2.6271, -1.7093], [3.1494, 0.1904, -1.9615], [1.4809, 1.9367, -2.6105], [4.1755, -3.4997, 1.1812], [3.9018, -2.3537, -0.1493], [2.5209, -3.0507, 0.7442], [5.6192, -1.8578, 2.3967], [5.0608, -0.2149, 2.7312], [5.4427, -0.6925, 1.0759], [3.4962, -2.8154, 3.5554], [1.9178, -2.2686, 2.9744], [2.9702, -1.1585, 3.8745], [-0.3959, 1.6386, 3.8948], [0.5210, 1.7449, 5.4087], [0.7959, 0.3813, 4.3140], [0.3428, 3.9376, 3.3317], [2.0731, 4.2751, 3.0398], [1.4584, 4.0946, 4.6886], [3.3138, 0.9149, 4.1005], [2.9554, 2.1677, 5.2870], [3.7977, 2.5899, 3.7916], [4.5404, 2.3801, -1.0793], [3.3045, 3.6000, -1.3849], [4.0360, 2.7214, -2.7405], [3.9623, -0.0710, -1.2804], [3.5424, 0.1805, -2.9834], [2.3690, -0.5691, -1.8458], [1.1385, 2.9597, -2.4220], [0.6282, 1.2602, -2.4904], [1.8269, 1.8937, -3.6468], [-2.9159, -5.0486, 6.3367], [-2.2535, -4.2007, 4.5912], [-1.4740, -4.9526, 3.6999], [-1.0180, -4.3884, 2.5408], [0.1440, -5.4805, 1.2391], [-1.3107, -3.0096, 2.2115], [-0.8539, -2.4545, 1.1832], [-2.1420, -2.2597, 3.1468], [-2.4889, -0.8023, 2.8902], [-2.8783, -0.4325, 1.5357], [-4.0553, -1.1383, 1.0547], [-4.2746, -0.8786, -0.4206], [-5.5569, -0.9648, -0.9574], [-5.7473, -0.7457, -2.3096], [-4.6437, -0.4342, -3.0906], [-3.4099, -0.3680, -2.4726], [-3.2073, -0.5878, -1.1708], [-2.5843, -2.8632, 4.2864], [-1.2398, -5.9805, 3.9446], [-1.6702, -0.1487, 3.2126], [-3.3252, -0.5521, 3.5472], [-2.1277, -0.6964, 0.9142], [-4.9337, -0.8086, 1.6128], [-3.9848, -2.2297, 1.2004], [-6.3928, -1.1967, -0.3091], [-6.7370, -0.8064, -2.7441], [-4.7358, -0.2398, -4.1511], [-2.5302, -0.1124, -3.0585], [-3.2053, -2.3120, 4.9842], [2.2485, -2.3748, -4.2293], [1.4494, -3.5565, -4.7572], [1.2619, -4.6148, -3.6695], [0.4134, -4.1336, -2.4890], [1.2006, -3.1753, -1.6946], [-0.8932, -3.4987, -2.9761], [-0.7584, -2.4761, -4.1109], [-0.1385, -1.2164, -3.6353], [0.1004, -3.0326, -5.2539], [2.9468, -2.6490, -3.5467], [1.5419, -1.7265, -3.7433], [2.6994, -1.8637, -4.9830], [2.0277, -3.9698, -5.5821], [2.2356, -4.9654, -3.3124], [0.7882, -5.4782, -4.1415], [0.1329, -5.0075, -1.8938], [2.0021, -3.6483, -1.2877], [0.6581, -2.8635, -0.8921], [-1.4122, -3.0401, -2.1258], [-1.5523, -4.2971, -3.3279], [-1.7630, -2.2939, -4.5019], [-0.4629, -0.9919, -2.7047], [-0.3828, -0.4404, -4.2427], [0.2484, -2.2701, -6.0252], [-0.4245, -3.8588, -5.7366], [-1.1310, 5.9804, 0.1785], [-0.5074, 4.7884, -0.5516], [-1.5015, 4.3095, -1.6128], [-2.7592, 3.9986, -1.0320], [-3.2937, 5.1674, -0.3332], [-2.3970, 5.6317, 0.7207], [-2.2926, 4.6680, 1.8258], [-1.6176, 3.0107, 1.3205], [-0.1447, 3.6735, 0.3991], [-2.7040, 2.8100, -0.1684], [-1.2332, 6.7762, -0.5587], [-0.4313, 6.2780, 0.9574], [0.3424, 5.1035, -1.0209], [-1.0556, 3.4403, -2.0919], [-1.6008, 5.1251, -2.3297], [-4.2588, 4.9152, 0.1022], [-3.4349, 5.9735, -1.0554], [-3.2852, 4.5244, 2.2566], [-1.6685, 5.0954, 2.6139], [0.3774, 2.9035, -0.1805], [0.5926, 4.0628, 1.0994], [-3.7158, 2.5602, 0.1578], [-2.3554, 1.9552, -0.7502]], "de_lowest_kcal_mol": 29.0, "homo_lumo_gap_ha": [0.2621, 0.1662], "lumo_ev": [-4.085, -6.693], "spin_multiplicity": 2, "largest_force_ev_per_a": 1.26, "total_charge": 2, "e_tot_ha": -5226.4188, "homo_energy_ev": [-11.22, -11.22]}